Entry from the Open Molecules 2025 dataset: C4H4CuO2 as an isolated structure (ωB97M-V with the def2-TZVPD basis set).

XYZ file:
```
11
Properties=species:S:1:pos:R:3:forces:R:3:mulliken_charge:R:1
H 1.11452 0.64388 2.17884 -1.00 -3.62 -2.53 0.099
O 1.09346 -1.69793 1.97418 1.04 -1.13 2.04 -0.496
C 0.78101 -0.46149 1.43398 -0.14 3.73 0.62 -0.220
C 0.07907 -0.45034 0.25855 0.60 0.93 0.40 0.057
C -0.22161 0.67975 -0.56207 -0.40 -0.33 0.06 -0.987
C -0.96736 0.61727 -1.75691 -0.06 0.63 -0.34 -0.702
O -1.22324 1.72936 -2.39735 0.09 -0.07 0.17 -0.131
H 1.54664 -1.57619 2.83224 -0.54 -0.01 -0.92 0.290
H -0.24889 -1.42854 -0.12973 0.26 0.32 0.19 0.287
H 0.10359 1.67239 -0.18946 -0.13 -0.24 -0.27 0.206
Cu -2.05720 0.27185 -3.64227 0.30 -0.21 0.60 -0.404
```
Positions in Å, forces in eV/Å.

Results
Expectation value of S²: 0.7557
Multiplicity: 2
Energy relative to the best compared isomer or geometry (same formula, charge and spin) (kcal/mol): 14.2
Net charge: -2
Frontier orbital gap (spin up / spin down) (eV): 3.147 / 3.468
HOMO energy (spin up / spin down) (hartree): 0.0884 / 0.0766

Entry from the Open Molecules 2025 dataset: an isolated ion of composition C14H27BrClN4O4P2 and charge +1 (ωB97M-V with the def2-TZVPD basis set).

XYZ file:
```
53
Properties=species:S:1:pos:R:3:forces:R:3:mulliken_charge:R:1
C -0.15570 -4.20140 2.50822 0.23 -0.11 -0.57 -1.712
C -0.58495 -3.17460 1.45261 -0.16 -0.70 0.10 -0.072
C -1.25915 -1.87500 1.91897 -0.16 -0.40 0.58 -0.704
Br -1.38542 -1.78629 3.86170 0.07 0.15 -0.25 0.056
N -0.68469 -0.53762 1.27909 0.36 -0.20 1.04 1.124
N -0.74051 0.48534 2.29572 0.12 -0.07 -0.47 -0.940
C -1.63566 1.32573 2.27793 0.79 -1.03 -0.29 0.600
O -2.40970 2.15289 2.31251 -1.20 1.31 0.29 -0.317
C 0.80677 -0.62736 0.95961 1.08 0.39 0.04 0.111
C 1.63117 -1.01609 2.17870 0.33 -0.09 0.28 -0.216
C 3.04068 -1.38442 1.72766 -0.09 -0.42 -0.05 -0.193
O 3.31448 -2.50637 1.39426 -0.05 0.30 -0.07 -0.445
C 1.30938 0.71452 0.44547 -0.22 0.12 -0.59 -3.333
C 0.60298 1.25168 -0.81606 0.02 0.12 0.78 2.878
C 0.93621 2.77163 -0.89560 0.04 -0.38 -0.64 -2.101
C -0.01075 3.62809 -1.74135 -0.26 0.26 0.53 -0.621
C 0.64081 4.96732 -2.06771 -0.06 0.00 0.29 -0.618
Cl -0.53896 6.30502 -1.93957 -0.01 0.02 -0.23 -0.198
P 1.32230 0.54663 -2.36347 -0.16 0.55 -1.38 0.402
N 0.95706 1.33446 -3.66429 0.11 -0.23 0.33 -0.829
C -0.91924 1.09324 -0.65622 0.32 0.49 0.45 -2.175
C -1.46730 -0.15660 0.06146 0.49 -0.22 -1.90 -0.118
P -1.83809 -1.53109 -1.15488 -1.73 -1.43 0.27 0.606
N -2.94740 -2.45948 -0.60223 0.31 0.73 -0.04 -0.778
O -0.47776 -2.27621 -1.45741 0.28 0.47 -0.22 -0.514
O -2.22570 -0.82859 -2.53353 0.48 0.47 0.30 -0.501
H 0.28864 -5.01813 1.93869 0.04 -0.08 0.03 0.438
H -0.99977 -4.62699 3.03815 -0.02 0.18 0.31 0.453
H 0.62519 -3.84360 3.17154 -0.13 0.04 0.28 0.379
H -1.33032 -3.68931 0.85024 -0.10 0.19 -0.20 0.457
H 0.27014 -3.04241 0.80352 0.03 0.36 -0.05 0.195
H -2.30240 -1.88081 1.62568 0.00 0.15 -0.27 0.819
H 0.98926 -1.37692 0.19572 -0.64 -0.12 -0.12 0.669
H 1.26181 -1.89985 2.68897 -0.17 0.02 0.01 0.171
H 1.71885 -0.19809 2.89199 -0.27 0.10 0.02 0.236
H 3.79763 -0.58384 1.73749 0.10 0.01 -0.01 0.436
H 1.24688 1.46492 1.23070 -0.07 -0.03 0.16 0.484
H 2.37140 0.62333 0.21564 0.12 -0.18 0.14 0.791
H 1.95533 2.85271 -1.28472 0.10 0.13 0.04 0.659
H 0.94857 3.17689 0.11618 0.05 0.02 0.11 0.446
H -0.87761 3.86387 -1.12374 -0.12 -0.04 0.00 0.427
H -0.38002 3.11755 -2.62309 0.24 -0.03 -0.21 0.520
H 1.40072 5.20132 -1.32695 0.13 0.01 -0.02 0.346
H 1.09051 4.99333 -3.05330 -0.03 0.02 -0.11 0.389
H 0.89332 -0.78495 -2.46476 0.22 -0.03 0.52 0.060
H 2.70802 0.51606 -2.10322 -0.07 -0.30 0.46 0.118
H 1.77813 1.72007 -4.11258 -0.16 0.19 -0.19 0.251
H -1.25291 1.95440 -0.07388 -0.01 0.07 0.01 0.489
H -1.39878 1.22532 -1.62281 -0.20 -0.23 -0.02 0.634
H -2.50336 0.06272 0.32017 0.01 -0.09 0.57 0.712
H -3.77667 -2.50677 -1.17933 -0.15 -0.33 0.17 0.248
H -0.64468 -2.96209 -2.12574 0.20 -0.15 0.11 0.392
H -3.15874 -0.57420 -2.51216 -0.03 0.04 -0.32 0.389
```
Positions in Å, forces in eV/Å.

Results
SMILES: CC[C@@H](Br)[N@@+]1(N=C=O)[C@H](CC=O)C[C@@](CCCCl)([PH2]=N)C[C@H]1P(=N)(O)O
Net charge: +1
Frontier orbital gap (eV): 8.045
HOMO energy (hartree): -0.4270

Entry from the Open Molecules 2025 dataset: C27H31F5Ge2SV as an isolated structure (ωB97M-V with the def2-TZVPD basis set).

XYZ file:
```
67
Properties=species:S:1:pos:R:3:forces:R:3:mulliken_charge:R:1
V 1.57365 1.31626 0.29010 -0.97 -0.53 3.33 -0.470
C 3.54448 2.11955 1.12047 0.43 0.11 -0.08 -0.767
C 2.73650 3.23881 0.85266 -0.04 0.01 -0.13 -0.465
C 2.42396 3.23184 -0.52612 0.03 0.07 -0.25 -0.753
C 3.04825 2.09239 -1.10618 0.46 0.17 -0.27 -0.346
C 3.73089 1.40178 -0.07852 0.82 0.17 -0.27 -0.494
H 3.96828 1.86242 2.07873 -0.17 -0.12 0.04 0.484
H 2.43754 3.99095 1.56609 -0.14 -0.08 0.03 0.498
H 1.91619 4.01187 -1.06890 -0.14 -0.09 0.03 0.735
H 3.08936 1.86802 -2.15939 -0.18 -0.16 0.03 0.582
H 4.36517 0.53842 -0.20685 -0.14 -0.11 0.01 0.520
C -2.31028 4.00515 -1.94856 0.11 -0.03 0.00 -1.214
C -0.82946 3.64459 -1.82776 0.16 -0.39 0.19 -0.683
Ge -0.54814 2.06747 -0.62380 -0.98 0.42 -0.77 0.682
C -1.00071 2.78280 1.21354 0.39 0.02 -0.23 -0.461
C -2.44870 2.50975 1.61330 -0.01 -0.03 -0.09 -1.266
C -1.71954 0.60432 -1.19529 0.07 0.37 -0.02 0.590
C -1.20868 -0.62216 -1.32828 0.62 -0.09 -0.04 -0.340
Ge 0.78216 -0.68693 -0.99315 -0.21 -0.26 -1.59 1.156
C 1.74547 -0.67554 -2.77479 -0.28 -0.20 0.28 -0.869
C 1.67727 -1.99731 -3.54429 0.05 0.16 0.03 -1.103
C 1.81363 -2.09656 0.03528 -0.12 0.45 -0.11 -0.382
C 1.28286 -3.52516 0.10747 -0.02 0.07 0.04 -1.327
C -1.97690 -1.82438 -1.70393 -0.15 -0.19 -0.08 0.169
C -1.31522 -3.02367 -1.96461 -0.02 0.21 0.03 0.619
C -2.00246 -4.17114 -2.32539 0.00 -0.03 -0.01 -1.355
C -3.38333 -4.14141 -2.43157 0.02 -0.07 0.00 -0.487
C -4.06316 -2.95916 -2.16972 -0.04 0.02 -0.01 -0.797
C -3.37141 -1.81694 -1.80856 0.02 0.00 0.03 -0.687
H -2.44423 4.89944 -2.56017 -0.06 -0.01 0.00 0.389
H -2.74547 4.20399 -0.96755 -0.05 0.02 -0.04 0.267
H -2.87345 3.19430 -2.41269 -0.05 0.02 0.02 0.284
H -0.27351 4.48537 -1.40459 0.00 -0.02 -0.02 0.391
H -0.40492 3.43232 -2.81145 0.02 0.01 0.00 0.438
H -0.80331 3.85811 1.18329 0.05 0.02 -0.06 0.444
H -0.32314 2.35349 1.96238 -0.08 0.09 0.05 0.336
H -3.14145 2.93207 0.88272 -0.03 0.02 0.07 0.272
H -2.66612 2.95157 2.58769 -0.04 0.02 0.00 0.401
H -2.63444 1.43921 1.67793 -0.03 0.03 0.00 0.249
H -2.76984 0.81151 -1.39179 -0.03 -0.11 -0.03 0.250
H 2.79058 -0.44776 -2.54170 -0.02 0.04 0.00 0.349
H 1.36175 0.13915 -3.39396 -0.01 0.05 0.06 0.413
H 2.02196 -2.82904 -2.92448 -0.02 -0.04 -0.04 0.214
H 2.31152 -1.96399 -4.43341 -0.02 -0.07 -0.02 0.414
H 0.65830 -2.21246 -3.86637 0.01 -0.05 -0.02 0.297
H 1.90425 -1.71170 1.05135 0.06 0.00 0.04 0.311
H 2.81263 -2.07790 -0.41426 -0.04 0.00 0.00 0.518
H 0.27033 -3.54475 0.51181 -0.01 -0.04 -0.03 0.267
H 1.92326 -4.11368 0.76815 -0.03 -0.05 0.00 0.424
H 1.28048 -4.01353 -0.86791 -0.01 -0.02 0.04 0.304
H -0.23769 -3.04540 -1.87782 -0.04 -0.07 -0.06 0.012
H -1.45784 -5.08660 -2.52043 -0.01 0.00 0.00 0.410
H -3.92789 -5.03580 -2.70586 -0.01 0.01 -0.01 0.396
H -5.14297 -2.93015 -2.24388 0.00 0.00 0.01 0.396
H -3.92586 -0.91379 -1.59105 0.01 0.01 0.00 0.342
F 1.43444 -0.86745 6.98736 0.03 0.01 -0.01 -0.306
C 0.93094 -0.79196 5.75391 -0.11 -0.02 -0.10 0.569
C 1.63976 -0.18618 4.73414 0.17 0.04 0.00 -0.262
F 2.84946 0.34312 4.95619 -0.02 -0.03 0.02 -0.308
C 1.07347 -0.14216 3.48051 -0.54 -0.22 -0.02 -1.158
F 1.77264 0.43560 2.46611 0.88 0.57 -0.19 0.184
C -0.17827 -0.63665 3.14694 0.20 -0.01 0.58 1.167
S -0.78016 -0.43220 1.55041 0.09 -0.17 -0.32 0.037
C -0.86506 -1.24574 4.20561 0.24 0.14 -0.20 -0.027
F -2.07522 -1.75877 3.99813 -0.12 -0.06 0.03 -0.325
C -0.32184 -1.32451 5.47354 0.05 0.00 0.10 0.167
F -1.00074 -1.91314 6.45920 -0.05 -0.02 0.02 -0.296
```
Positions in Å, forces in eV/Å.

Results
Expectation value of S²: 1.2086
Multiplicity: 2
Net charge: 0
Frontier orbital gap (spin up / spin down) (eV): 6.087 / 7.198
HOMO energy (spin up / spin down) (hartree): -0.2753 / -0.2754

Entry from the Open Molecules 2025 dataset: C19H15FNRhS4 as an isolated structure (ωB97M-V with the def2-TZVPD basis set).

XYZ file:
```
41
Properties=species:S:1:pos:R:3:forces:R:3:mulliken_charge:R:1
Rh 0.38246 0.74499 -0.07719 0.45 -1.11 0.14 -0.002
S 2.49518 0.13590 -0.82137 0.01 0.01 -0.06 -0.335
C 2.23711 -0.23722 -2.50608 0.05 0.00 0.00 1.008
C 3.30123 -0.76975 -3.25436 -0.01 0.01 0.02 -0.773
C 3.17150 -1.02518 -4.60214 -0.02 -0.01 -0.02 -0.491
C 1.97790 -0.75008 -5.27033 0.01 0.00 0.00 -0.587
C 0.92094 -0.22483 -4.55621 0.01 0.00 0.02 -0.460
C 1.04405 0.00416 -3.18492 -0.02 0.01 -0.07 0.144
S -0.37418 0.65384 -2.33367 0.08 0.34 0.34 -0.173
C -1.40156 -0.84586 -2.18695 -0.02 -0.03 0.01 -0.970
C -1.43964 -1.50590 -0.83333 0.06 -0.06 -0.03 0.860
C -2.49086 -2.36064 -0.53129 0.02 -0.04 0.02 -0.958
C -2.58917 -2.87428 0.74626 0.01 0.01 0.00 -0.363
C -1.64621 -2.50900 1.69408 0.02 -0.03 -0.05 -0.828
C -0.61355 -1.67032 1.31937 0.09 -0.01 -0.02 0.645
C 0.42221 -1.25141 2.32835 -0.02 -0.01 0.04 -0.710
S 1.20869 0.35631 2.01459 -0.18 0.26 -0.18 -0.116
C 0.26467 1.61997 2.84448 0.04 -0.06 0.07 0.963
C -0.23114 1.51107 4.12784 0.00 0.01 0.00 -0.602
C -0.84043 2.61540 4.70988 0.00 0.01 -0.02 -0.596
C -0.90871 3.80713 4.00209 0.00 -0.01 0.01 -0.565
C -0.38783 3.90592 2.71943 0.01 -0.01 -0.01 -0.580
C 0.21090 2.80805 2.11136 0.02 0.06 -0.07 0.222
S 0.94219 2.91235 0.49988 -0.05 0.23 -0.16 -0.353
N -0.49456 -1.21903 0.06091 -0.24 0.40 -0.06 0.224
H 4.23613 -0.97257 -2.74746 0.00 0.00 0.00 0.431
H 4.01151 -1.43634 -5.14761 0.00 0.00 0.00 0.358
H 1.88305 -0.93364 -6.33171 0.00 0.00 0.00 0.380
H -0.01124 0.01820 -5.05294 0.00 -0.01 0.00 0.439
H -1.04358 -1.53807 -2.95020 -0.02 -0.02 0.01 0.460
H -2.41627 -0.55309 -2.45347 0.00 0.02 0.00 0.508
H -3.23864 -2.57868 -1.28128 0.00 0.00 0.00 0.445
H -3.41311 -3.52191 1.01507 0.00 0.00 0.00 0.414
H -1.71964 -2.85006 2.71713 -0.01 0.00 0.00 0.413
H 1.25541 -1.95742 2.31298 -0.01 0.00 -0.01 0.369
H 0.00818 -1.25619 3.33509 -0.01 -0.01 0.00 0.434
H -0.14544 0.58373 4.68167 0.00 -0.01 -0.01 0.301
H -1.25209 2.54324 5.70735 0.00 0.00 0.00 0.376
H -1.38426 4.67051 4.44947 0.00 0.00 0.00 0.352
H -0.46221 4.83222 2.16494 0.00 0.01 0.01 0.412
F -1.46897 1.11846 0.56029 -0.27 0.06 0.07 -0.696
```
Positions in Å, forces in eV/Å.

Results
Energy relative to the best compared isomer or geometry (same formula, charge and spin) (kcal/mol): 12.3
Net charge: 0
Frontier orbital gap (eV): 7.144
HOMO energy (hartree): -0.2686

For the records above, the corresponding calculated total energy values read -1945.515470; -4786.241615; -7042.637006; -2591.019608 Ha.